114
Properties=species:S:1:pos:R:3:mulliken_charge:R:1 method="wB97M-V/def2-TZVPD" e_homo_ev=-10.341 total_energy_ev=-96255.7555 total_charge=+1
C 2.61 -0.91 2.69 -1.214
C 2.12 -0.21 1.36 0.238
C 3.00 -0.84 0.18 -0.009
Cl 4.67 -0.14 0.10 -0.062
C 2.25 -0.85 -1.18 0.542
C 2.18 0.28 -2.11 0.832
C 2.84 1.64 -1.77 0.263
O 3.97 1.81 -2.08 -0.450
O 2.18 2.67 -1.15 -0.456
C 1.48 0.18 -3.39 -0.630
C 0.86 -1.06 -3.70 -0.635
N 0.91 -2.11 -2.82 0.189
C 1.55 -2.06 -1.61 -0.289
C 1.46 -3.37 -0.76 -1.816
C 0.46 -3.21 0.47 -0.373
C -0.93 -2.65 0.05 1.092
F -0.94 -1.28 -0.16 -0.343
F -1.37 -3.23 -1.14 -0.415
C -1.99 -3.10 1.16 0.078
F -2.41 -4.35 0.76 -0.320
F -1.41 -3.29 2.39 -0.229
C -3.28 -2.20 1.20 1.005
F -3.71 -1.98 -0.07 -0.304
F -4.25 -2.95 1.84 -0.280
C -3.13 -0.84 2.01 0.568
F -3.99 -0.74 3.05 -0.253
F -3.52 0.16 1.14 -0.289
F -1.87 -0.54 2.38 -0.127
H 3.63 -0.48 2.92 0.134
H 1.90 -0.80 3.54 0.379
H 2.79 -2.02 2.56 0.379
H 1.08 -0.58 1.17 -0.103
H 2.20 0.90 1.39 0.349
H 3.14 -1.91 0.47 0.224
H 1.31 2.35 -0.85 0.375
H 1.43 1.02 -4.12 0.533
H 0.32 -1.24 -4.66 0.391
H 0.43 -2.98 -3.09 0.340
H 2.45 -3.61 -0.29 0.458
H 1.17 -4.21 -1.44 0.410
H 0.30 -4.25 0.86 0.665
H 0.90 -2.60 1.29 0.096
C -6.88 -4.74 0.88 -0.354
C -8.00 -5.55 0.93 -0.419
C -9.18 -5.15 0.30 -0.531
C -9.22 -3.94 -0.38 -0.188
C -8.10 -3.13 -0.43 -0.721
C -6.92 -3.53 0.20 0.117
H -5.96 -5.05 1.37 0.364
H -7.97 -6.50 1.45 0.363
H -10.06 -5.78 0.34 0.378
H -10.14 -3.63 -0.87 0.373
H -8.13 -2.19 -0.96 0.408
H -6.05 -2.90 0.17 0.176
C 3.54 3.64 2.75 -0.559
C 4.26 2.45 2.68 0.047
C 4.89 1.96 3.81 -0.457
C 4.81 2.65 5.01 -0.502
C 4.09 3.84 5.08 -0.410
C 3.46 4.33 3.95 -0.439
H 3.05 4.02 1.86 0.414
H 4.31 1.90 1.74 0.418
H 5.46 1.03 3.76 0.418
H 5.31 2.26 5.90 0.376
H 4.03 4.38 6.02 0.374
H 2.91 5.26 4.00 0.376
C -12.15 -2.69 -3.23 -0.422
C -10.93 -2.02 -3.34 -0.314
C -10.91 -0.63 -3.45 -0.410
C -12.10 0.08 -3.44 -0.372
C -13.31 -0.58 -3.33 -0.371
C -13.34 -1.97 -3.23 -0.397
H -12.16 -3.77 -3.14 0.383
H -10.00 -2.58 -3.33 0.477
H -9.96 -0.11 -3.54 0.354
H -12.08 1.16 -3.53 0.355
H -14.24 -0.02 -3.33 0.357
H -14.28 -2.49 -3.15 0.357
C 5.90 4.35 -1.79 0.210
C 5.90 5.43 -2.67 -0.557
C 6.97 6.33 -2.66 -0.418
C 8.02 6.14 -1.77 -0.451
C 8.02 5.06 -0.90 -0.543
C 6.95 4.17 -0.90 -0.434
H 5.07 3.65 -1.80 0.304
H 5.08 5.57 -3.36 0.413
H 6.97 7.17 -3.34 0.378
H 8.85 6.84 -1.77 0.366
H 8.84 4.92 -0.21 0.380
H 6.95 3.33 -0.22 0.373
C -2.20 -0.96 5.69 -0.065
C -1.51 -2.16 5.63 0.094
C -0.90 -2.68 6.77 -0.680
C -1.00 -2.00 7.97 -0.420
C -1.70 -0.80 8.04 -0.420
C -2.30 -0.28 6.89 -0.623
H -2.67 -0.56 4.80 0.194
H -1.44 -2.70 4.69 0.373
H -0.36 -3.61 6.71 0.387
H -0.53 -2.40 8.86 0.370
H -1.78 -0.27 8.98 0.369
H -2.84 0.66 6.94 0.389
C 7.46 3.80 -5.39 -0.344
C 8.44 3.71 -4.41 0.264
C 9.72 3.27 -4.74 -0.552
C 10.02 2.93 -6.06 -0.374
C 9.03 3.03 -7.04 -0.428
C 7.76 3.46 -6.70 -0.449
H 6.47 4.14 -5.13 0.303
H 8.21 3.98 -3.39 0.168
H 10.48 3.20 -3.98 0.374
H 11.01 2.59 -6.32 0.363
H 9.27 2.76 -8.06 0.361
H 6.99 3.52 -7.47 0.364

111
Properties=species:S:1:pos:R:3:lowdin_spin:R:1 method="wB97M-V/def2-TZVPD" spin_multiplicity=4 e_homo_ev="-7.011 / -7.315" total_energy_ev=-223354.6113 s_squared=3.765
V 0.79 0.05 0.17 2.556
Cl -5.94 -1.27 2.87 0.001
C -4.45 -1.08 2.00 0.004
C -4.45 -1.28 0.60 0.004
C -3.31 -1.15 -0.12 0.000
C -2.07 -0.79 0.50 0.009
O -1.03 -0.68 -0.23 0.039
C -2.09 -0.60 1.92 0.006
C -0.91 -0.34 2.69 0.021
N 0.28 -0.14 2.22 0.013
C 1.37 -0.03 3.11 0.003
C 1.37 -0.45 4.42 0.002
C 2.48 -0.22 5.25 -0.001
C 3.59 0.43 4.78 0.002
C 3.64 0.83 3.42 0.000
C 4.77 1.48 2.86 0.010
C 4.78 1.80 1.54 0.000
C 3.66 1.45 0.75 0.016
N 2.60 0.85 1.24 0.013
C 2.55 0.56 2.57 0.008
C -3.29 -0.75 2.64 0.003
H -5.39 -1.54 0.13 0.000
H -3.28 -1.30 -1.20 0.000
H -1.08 -0.32 3.77 0.000
H 0.52 -0.97 4.83 0.000
H 2.44 -0.56 6.27 0.000
H 4.44 0.62 5.42 0.000
H 5.61 1.71 3.51 0.001
H 5.61 2.30 1.07 0.000
H 3.65 1.67 -0.31 0.002
H -3.30 -0.61 3.71 0.000
C 1.01 4.28 2.34 0.004
C 0.08 3.09 2.10 0.030
Ge -0.04 2.53 0.17 0.064
C -1.92 2.84 -0.37 0.007
C -2.32 4.30 -0.23 0.002
C 1.02 3.86 -0.81 -0.007
C 1.75 3.39 -1.82 0.010
Ge 1.49 1.46 -2.23 0.070
C 3.26 0.69 -2.71 0.014
C 4.42 1.66 -2.94 0.002
C 0.02 1.42 -3.55 0.004
C 0.45 0.90 -4.92 0.001
C 2.54 4.30 -2.69 0.002
C 2.48 4.20 -4.08 0.001
C 3.21 5.05 -4.89 0.000
C 4.03 6.02 -4.32 0.000
C 4.10 6.13 -2.94 0.000
C 3.37 5.28 -2.13 0.001
H 1.14 4.50 3.40 0.001
H 0.63 5.19 1.86 0.000
H 2.00 4.09 1.92 0.000
H -0.94 3.33 2.42 0.002
H 0.39 2.26 2.73 0.000
H -2.57 2.20 0.23 0.000
H -2.03 2.50 -1.40 0.000
H -2.23 4.65 0.80 0.000
H -3.35 4.49 -0.54 0.001
H -1.68 4.95 -0.84 0.000
H 1.01 4.93 -0.63 0.000
H 3.09 0.06 -3.59 0.002
H 3.51 -0.02 -1.92 0.001
H 4.35 2.17 -3.90 0.000
H 5.37 1.12 -2.92 0.000
H 4.47 2.44 -2.18 0.000
H -0.37 2.44 -3.60 0.000
H -0.75 0.77 -3.16 0.000
H 1.27 1.48 -5.36 0.000
H -0.37 0.91 -5.63 0.000
H 0.79 -0.14 -4.83 0.000
H 1.85 3.44 -4.53 0.000
H 3.14 4.96 -5.96 0.000
H 4.60 6.69 -4.96 0.000
H 4.74 6.88 -2.49 0.000
H 3.44 5.36 -1.05 0.000
O -0.46 -1.50 -3.03 -0.002
C 0.42 -1.73 -2.23 0.007
O 1.24 -0.85 -1.70 0.069
C 0.73 -3.18 -1.90 0.002
C 0.30 -4.12 -2.83 0.000
C 0.57 -5.47 -2.66 0.000
C 1.27 -5.90 -1.53 0.000
C 1.68 -4.97 -0.59 0.000
C 1.42 -3.61 -0.77 0.001
P 1.96 -2.45 0.52 0.002
C 1.59 -3.36 2.05 0.000
C 0.24 -3.46 2.37 0.000
C -0.16 -4.09 3.54 0.000
C 0.78 -4.61 4.41 0.000
C 2.13 -4.53 4.10 0.000
C 2.53 -3.91 2.92 0.000
C 3.77 -2.41 0.37 0.000
C 4.37 -2.62 -0.87 -0.001
C 5.73 -2.44 -1.04 0.000
C 6.52 -2.05 0.03 -0.001
C 5.93 -1.83 1.27 0.000
C 4.57 -2.00 1.44 -0.001
H -0.25 -3.77 -3.68 0.000
H 0.23 -6.19 -3.39 0.000
H 1.48 -6.95 -1.39 0.000
H 2.21 -5.31 0.29 0.000
H -0.51 -3.06 1.70 0.000
H -1.22 -4.16 3.77 0.000
H 0.47 -5.09 5.33 0.000
H 2.88 -4.94 4.76 0.000
H 3.59 -3.86 2.68 0.000
H 3.76 -2.92 -1.72 0.000
H 6.18 -2.60 -2.01 0.000
H 7.59 -1.91 -0.10 0.000
H 6.54 -1.53 2.11 0.000
H 4.13 -1.82 2.41 0.000